Entry w
Density functional theory data (ωB97M-V/def2-TZVPD) for one molecule with the formula C3H6FN.

Properties
HOMO energy   -8.8 eV
E_LUMO   1.13 eV
HOMO-LUMO gap   9.89 eV

```
! RIJCOSX wB97M-V def2-TZVPD def2/J DEFGRID3
* xyz 0 1
F -0.699 -1.743 -0.876
C -0.117 -1.019 0.221
C -0.801 0.365 0.604
N -0.062 1.055 -0.420
C 0.863 -0.030 -0.619
H 0.242 -1.610 1.001
H -1.868 0.447 0.516
H -0.637 0.696 1.679
H 0.236 2.001 -0.360
H 1.793 0.169 -0.101
H 1.051 -0.330 -1.645
*
```

Here are the Mulliken charges for atoms 1 to 4, given in e: atom 1 (F): -0.325, atom 2 (C): 0.053, atom 3 (C): -0.459, atom 4 (N): -0.387

=====

Entry x
Density functional theory data (ωB97M-V/def2-TZVPD) for one molecule with the formula C3H6FN.

Properties
HOMO energy   -9.3 eV
E_LUMO   1.08 eV
HOMO-LUMO gap   10.33 eV

```
! RIJCOSX wB97M-V def2-TZVPD def2/J DEFGRID3
* xyz 0 1
F 1.961 -0.026 -0.566
C 0.888 -0.017 0.311
C -0.168 -1.030 -0.040
N -1.098 -0.044 -0.631
C -0.188 1.042 -0.077
H 1.352 0.070 1.273
H 0.196 -1.723 -0.776
H -0.575 -1.548 0.822
H -2.066 -0.009 -0.297
H -0.449 1.591 0.856
H 0.147 1.693 -0.876
*
```

Here are the Mulliken charges for atoms 1 to 4, given in e: atom 1 (F): -0.330, atom 2 (C): 0.229, atom 3 (C): -0.499, atom 4 (N): -0.495

=====

Tell me which of them is the most stable. Sure, it is entry x.

=====

Entry w
Density functional theory data (ωB97M-V/def2-TZVPD) for C41H42N12O2STi as an isolated structure.

Properties
HOMO energy (alpha / beta)   -16.8 / -16.8 eV
E_LUMO (alpha / beta)   -11.86 / -11.86 eV
HOMO-LUMO gap (alpha / beta)   4.90 / 4.90 eV

```
! RIJCOSX wB97M-V def2-TZVPD def2/J DEFGRID3
* xyz 4 1
Ti 8.994 9.825 14.400
N 11.293 10.869 17.791
C 12.564 10.313 17.838
C 13.339 10.395 18.982
C 14.574 9.773 19.086
C 15.037 9.010 18.021
C 14.290 8.932 16.799
C 13.040 9.587 16.738
S 12.193 9.459 15.249
N 10.640 10.027 15.689
C 10.385 10.790 16.762
C 9.107 11.376 16.886
C 8.832 12.393 17.809
C 7.513 12.776 17.970
C 6.523 12.094 17.256
C 6.882 11.144 16.343
N 8.164 10.804 16.112
H 10.900 11.133 18.708
H 12.936 10.979 19.814
H 15.119 9.834 20.031
H 15.965 8.529 18.069
H 14.581 8.258 15.981
H 9.628 12.886 18.333
H 7.237 13.576 18.683
H 5.491 12.339 17.371
H 6.106 10.666 15.791
C 6.597 11.580 9.924
N 6.720 11.663 11.390
C 6.133 12.859 11.998
C 7.157 10.644 12.138
N 7.298 10.688 13.488
N 7.496 9.479 11.451
C 8.213 8.396 11.904
N 8.427 7.450 10.960
N 8.660 8.299 13.170
H 6.755 12.580 9.467
H 5.585 11.261 9.584
H 7.347 10.899 9.506
H 6.113 13.608 11.184
H 6.822 13.202 12.786
H 5.120 12.675 12.388
H 7.005 11.598 13.857
H 7.111 9.368 10.500
H 8.114 7.588 10.031
H 8.970 6.590 11.138
H 9.146 7.417 13.321
C 6.555 7.008 16.966
C 7.163 7.842 16.023
N 8.494 7.894 15.832
C 9.302 7.089 16.543
C 8.815 6.310 17.593
C 7.392 6.187 17.738
C 9.697 5.480 18.413
C 11.020 5.242 18.271
C 11.735 5.091 17.004
C 13.110 5.235 16.952
C 13.709 5.092 15.726
N 13.009 4.807 14.628
C 11.725 4.545 14.834
N 10.996 4.682 15.912
H 5.472 7.043 17.028
H 6.577 8.525 15.440
H 10.331 7.143 16.213
H 6.955 5.509 18.455
H 9.229 5.116 19.349
H 11.651 5.075 19.161
H 13.626 5.493 17.835
H 14.764 5.286 15.638
H 11.151 4.278 13.939
C 13.911 6.651 11.999
O 13.684 7.949 11.319
C 13.881 7.982 10.010
C 14.784 7.095 9.376
C 15.031 7.159 8.001
C 14.500 8.231 7.315
C 13.799 9.245 7.952
C 13.431 9.170 9.293
N 12.865 10.288 9.935
C 12.119 10.349 11.091
C 11.863 11.530 11.815
C 12.672 12.656 11.544
C 12.306 13.896 12.054
C 11.143 14.087 12.793
C 10.363 13.030 13.172
C 10.751 11.756 12.714
O 10.086 10.658 13.130
H 13.443 6.710 12.985
H 14.996 6.459 12.132
H 13.487 5.786 11.502
H 15.337 6.332 9.960
H 15.625 6.379 7.462
H 14.751 8.361 6.256
H 13.461 10.139 7.386
H 13.119 11.192 9.480
H 11.771 9.416 11.517
H 13.584 12.674 10.988
H 12.957 14.717 11.870
H 10.774 15.045 13.126
H 9.483 13.124 13.800
*
```

Here are the Mulliken charges for atoms 1 to 4, given in e: atom 1 (Ti): -0.638, atom 2 (N): 0.109, atom 3 (C): -0.273, atom 4 (C): -0.539

=====

Entry x
Density functional theory data (ωB97M-V/def2-TZVPD) for C41H42N12O2STi as an isolated structure.

Properties
HOMO energy (alpha / beta)   -16.7 / -16.7 eV
E_LUMO (alpha / beta)   -12.17 / -12.17 eV
HOMO-LUMO gap (alpha / beta)   4.53 / 4.53 eV

```
! RIJCOSX wB97M-V def2-TZVPD def2/J DEFGRID3
* xyz 4 1
Ti -0.659 -1.061 0.552
N 1.972 -0.403 3.913
C 3.149 -1.165 3.968
C 4.200 -0.796 4.795
C 5.406 -1.434 4.647
C 5.578 -2.458 3.729
C 4.524 -2.932 2.986
C 3.275 -2.292 3.109
S 2.007 -2.781 1.976
N 0.990 -1.433 1.989
C 1.008 -0.535 2.970
C -0.106 0.376 2.951
C -0.499 1.136 4.076
C -1.293 2.254 3.872
C -1.738 2.570 2.569
C -1.424 1.748 1.532
N -0.730 0.596 1.751
H 1.957 0.426 4.495
H 4.059 -0.007 5.538
H 6.249 -1.190 5.325
H 6.544 -2.888 3.638
H 4.644 -3.774 2.277
H -0.178 0.853 5.088
H -1.619 2.866 4.721
H -2.329 3.484 2.348
H -1.718 1.897 0.496
C -2.479 -5.818 2.574
N -2.205 -4.384 2.811
C -2.230 -3.941 4.183
C -1.919 -3.589 1.769
N -1.815 -2.266 1.843
N -1.788 -4.213 0.540
C -1.110 -3.759 -0.569
N -1.359 -4.413 -1.728
N -0.174 -2.833 -0.373
H -2.920 -6.220 3.517
H -1.591 -6.385 2.295
H -3.186 -5.952 1.784
H -2.799 -4.697 4.752
H -2.699 -2.949 4.238
H -1.182 -3.894 4.613
H -2.097 -1.840 2.720
H -2.345 -5.051 0.429
H -2.266 -4.849 -1.760
H -0.978 -4.014 -2.563
H 0.475 -2.750 -1.185
C 1.299 -0.518 -3.250
C 0.422 -0.528 -2.177
N 0.821 -0.222 -0.925
C 2.057 0.211 -0.688
C 3.008 0.252 -1.697
C 2.603 -0.126 -3.006
C 4.415 0.474 -1.573
C 5.152 0.930 -0.514
C 4.640 1.842 0.524
C 5.069 1.868 1.887
C 4.433 2.801 2.703
N 3.548 3.617 2.223
C 3.157 3.458 0.968
N 3.696 2.664 0.057
H 1.037 -0.858 -4.249
H -0.621 -0.729 -2.336
H 2.329 0.521 0.330
H 3.305 -0.123 -3.803
H 4.964 0.054 -2.389
H 6.204 0.682 -0.417
H 5.791 1.206 2.283
H 4.606 2.888 3.764
H 2.371 4.133 0.650
C 0.856 3.610 -3.417
O -0.477 3.093 -3.528
C -1.177 3.465 -4.639
C -0.564 4.176 -5.721
C -1.364 4.707 -6.731
C -2.737 4.469 -6.703
C -3.331 3.658 -5.748
C -2.571 3.109 -4.676
N -3.203 2.237 -3.811
C -2.741 1.502 -2.732
C -3.666 0.829 -1.938
C -5.038 1.182 -2.032
C -6.014 0.433 -1.455
C -5.716 -0.688 -0.683
C -4.405 -0.979 -0.428
C -3.322 -0.245 -0.958
O -2.065 -0.501 -0.615
H 1.111 3.469 -2.358
H 0.921 4.682 -3.607
H 1.603 3.120 -4.082
H 0.499 4.388 -5.748
H -0.979 5.269 -7.597
H -3.341 4.956 -7.499
H -4.374 3.277 -5.830
H -4.130 1.978 -4.129
H -1.658 1.422 -2.566
H -5.298 2.051 -2.639
H -7.048 0.731 -1.605
H -6.499 -1.327 -0.313
H -4.183 -1.810 0.225
*
```

Here are the Mulliken charges for atoms 1 to 4, given in e: atom 1 (Ti): -1.085, atom 2 (N): 0.209, atom 3 (C): 0.106, atom 4 (C): -0.679

=====

Tell me which of them is the most stable. Sure, it is entry x.

=====

Entry w
Density functional theory data (ωB97M-V/def2-TZVPD) for C4H4OTb as an isolated structure.

Properties
HOMO energy (alpha / beta)   -18.0 / -18.2 eV
E_LUMO (alpha / beta)   -10.74 / -11.35 eV
HOMO-LUMO gap (alpha / beta)   7.28 / 6.83 eV

```
! RIJCOSX wB97M-V def2-TZVPD def2/J DEFGRID3
* xyz 2 8
O -0.302 1.023 1.117
C 0.476 0.037 1.528
C 0.570 -1.079 0.591
C 0.083 -2.266 -0.132
C 0.274 -0.974 -0.823
H 0.384 -1.177 2.096
H 1.409 0.272 2.079
H -0.922 -2.665 0.085
H 0.814 -3.074 -0.303
Tb -0.699 1.210 -0.993
*
```

Here are the Mulliken charges for atoms 1 to 4, given in e: atom 1 (O): -0.697, atom 2 (C): -0.063, atom 3 (C): 0.012, atom 4 (C): -0.359

=====

Entry x
Density functional theory data (ωB97M-V/def2-TZVPD) for C4H4OTb as an isolated structure.

Properties
HOMO energy (alpha / beta)   -17.8 / -17.5 eV
E_LUMO (alpha / beta)   -11.35 / -11.29 eV
HOMO-LUMO gap (alpha / beta)   6.46 / 6.21 eV

```
! RIJCOSX wB97M-V def2-TZVPD def2/J DEFGRID3
* xyz 2 8
O 1.871 -0.086 0.617
C 0.986 -0.897 0.169
C -0.229 -0.334 -0.391
C -1.340 0.560 0.103
C -0.273 1.115 -0.736
H -0.468 -1.557 -0.287
H 1.311 -1.908 -0.139
H -1.398 0.792 1.176
H -2.323 0.341 -0.336
Tb 1.863 1.974 -0.176
*
```

Here are the Mulliken charges for atoms 1 to 4, given in e: atom 1 (O): -0.622, atom 2 (C): 0.166, atom 3 (C): 0.096, atom 4 (C): -0.515

=====

Tell me which of them is the most stable. Sure, it is entry x.

=====

Entry w
Density functional theory data (ωB97M-V/def2-TZVPD) for a 2-piece molecular cluster, C4H9N9 overall.

Properties
HOMO energy (alpha / beta)   -17.8 / -17.8 eV
E_LUMO (alpha / beta)   -9.61 / -9.61 eV
HOMO-LUMO gap (alpha / beta)   8.21 / 8.21 eV

```
! RIJCOSX wB97M-V def2-TZVPD def2/J DEFGRID3
* xyz 2 1
C 2.557 -0.678 0.659
C 1.734 -1.119 -1.556
C -1.783 -1.268 0.341
C 0.691 1.791 -0.125
N 3.403 -0.445 1.376
N 1.909 -1.398 -2.672
N -2.873 -1.787 -0.318
N -1.867 -0.998 1.625
N 0.696 2.404 -1.255
N 1.507 -0.775 -0.231
N 0.313 -0.270 0.190
N 1.030 2.286 1.057
N -0.803 -0.748 -0.404
H -3.706 -1.971 0.145
H -3.040 -2.092 -1.267
H -2.553 -1.493 2.229
H -1.000 -0.635 2.000
H 0.709 1.966 -2.151
H 1.152 3.268 -1.215
H 1.699 3.079 1.156
H 1.041 1.566 1.819
H -0.816 -0.684 -1.404
*
```

Here are the Mulliken charges for atoms 1 to 4, given in e: atom 1 (C): 0.266, atom 2 (C): 0.340, atom 3 (C): 0.642, atom 4 (C): 0.466

=====

Entry x
Density functional theory data (ωB97M-V/def2-TZVPD) for a 2-piece molecular cluster, C4H9N9 overall.

Properties
HOMO energy (alpha / beta)   -16.7 / -18.3 eV
E_LUMO (alpha / beta)   -9.95 / -9.33 eV
HOMO-LUMO gap (alpha / beta)   6.72 / 8.97 eV

```
! RIJCOSX wB97M-V def2-TZVPD def2/J DEFGRID3
* xyz 2 1
C 0.727 -3.477 0.569
C -1.541 -3.105 1.077
C -0.670 0.780 1.704
C 0.745 -1.058 -1.600
N 1.584 -4.230 0.587
N -2.667 -3.293 1.174
N -1.692 1.616 1.867
N 0.575 1.159 1.859
N -0.143 -0.927 -2.558
N -0.246 -2.629 0.845
N 0.139 -1.367 0.864
N 2.031 -1.198 -1.776
N -0.825 -0.466 1.159
H -1.551 2.438 2.420
H -2.614 1.220 1.757
H 0.690 2.006 2.358
H 1.275 0.751 1.265
H -1.126 -1.044 -2.433
H -0.043 -0.625 -3.499
H 2.500 -0.741 -2.510
H 2.500 -1.695 -1.057
H -1.843 -0.705 1.213
*
```

Here are the Mulliken charges for atoms 1 to 4, given in e: atom 1 (C): 0.302, atom 2 (C): 0.341, atom 3 (C): 0.689, atom 4 (C): 0.481

=====

Tell me which of them is the most stable. Sure, it is entry w.